# 1
A 2-piece molecular cluster, C2H4N2S overall in a non-equilibrium geometry, computed with ωB97M-V with the def2-TZVPD basis set.

```
9
Properties=species:S:1:pos:R:3:mulliken_charge:R:1
S 0.37004 -1.95990 -0.11479 -0.1794
N -2.18348 1.14527 -0.47073 0.0047
N -2.17558 0.65716 -1.44866 0.0080
C 0.74773 0.74884 -0.13311 -0.8034
C 0.55315 -0.35528 0.54162 0.0105
H 0.57181 1.84491 0.14762 0.2799
H 0.83064 -2.53940 1.05468 0.1355
H 0.27838 -0.14861 1.62066 0.2707
H 1.00733 0.60702 -1.19730 0.2736
```

The LUMO energy comes out at 0.0324 hartree. Its SMILES is C=CS.N#N. As for the HOMO-LUMO gap: 9.8240 eV. The calculation puts the calculated total energy at -586.2944 hartree. The net charge is 0. As for the largest force on an atom: 3.26 eV/Å.

=====

# 2
A 2-piece molecular cluster, C14H17F3NO5S2 overall in a non-equilibrium geometry, computed with ωB97M-V with the def2-TZVPD basis set.

```
42
Properties=species:S:1:pos:R:3:mulliken_charge:R:1
S -1.25592 0.44186 1.21639 -0.0158
S -0.77829 -1.72712 3.24824 1.2318
F -0.50542 2.02488 3.15619 -0.2377
F -2.67885 1.97701 2.82412 -0.2528
F -1.36356 2.96377 1.35195 -0.2255
O -1.54593 -2.69346 3.98421 -0.7107
O 1.11506 0.92407 -3.24604 -0.7771
O -2.19732 0.56067 -1.29957 -0.6588
O 0.29716 -0.98167 3.84669 -0.6554
O 2.39854 1.51211 -1.48629 -0.2665
N -1.86982 -0.62792 2.57423 -0.0470
C -3.20657 -1.11765 2.29739 -0.9251
C -0.63611 -3.80116 -0.16967 -0.2595
C -1.47183 1.89649 2.21293 0.7221
C -0.26641 -2.72720 -0.99956 -0.8584
C -1.23129 1.30568 -1.53038 0.9143
C 1.21594 1.17112 -2.05140 -0.2028
C -0.15142 -2.44184 1.73591 0.4048
C 4.73099 1.97290 -1.71490 -1.1557
C 0.13506 1.02171 -1.03951 0.0766
C 0.24805 -1.57872 -0.43052 0.3102
C -0.61785 -3.65413 1.21843 -0.6743
C 0.56042 -1.55966 0.91704 -1.3906
C -1.39695 2.56291 -2.34383 -1.5643
C 3.54016 1.30812 -2.35580 -0.2311
H -2.45867 2.70868 -2.56433 0.4038
H -0.99851 3.42340 -1.79318 0.3024
H 4.76832 1.80317 -0.63555 0.2969
H 0.44923 1.40359 -0.05710 0.5973
H -0.99447 -4.72821 -0.61484 0.3580
H 4.69943 3.04992 -1.90829 0.2808
H 0.30932 -0.60403 -0.99723 0.7035
H -3.83598 -0.24413 2.10075 0.3079
H -0.39190 -2.79046 -2.08210 0.4190
H -3.56278 -1.63574 3.19177 0.3581
H -0.92598 -4.43922 1.90459 0.4298
H 3.33129 1.72795 -3.34584 0.2919
H 3.69578 0.22513 -2.45069 0.2608
H -0.82732 2.44407 -3.27370 0.3244
H 1.27687 -0.86542 1.34721 0.4488
H -3.24738 -1.78806 1.42665 0.2950
H 5.64490 1.57655 -2.16436 0.3712
```

The LUMO energy comes out at 0.1114 hartree. As for the HOMO-LUMO gap: 6.5546 eV. The calculation puts the calculated total energy at -2070.5368 hartree. The net charge is -1. As for the largest force on an atom: 3.81 eV/Å.